76
Properties=species:S:1:pos:R:3:mulliken_charge:R:1 method="wB97M-V/def2-TZVPD" charge=+1 total_energy_ha=-6797.9815
C -1.55837 3.22229 3.57207 -1.100
H 2.22010 -2.77373 3.06545 0.606
C 2.51801 -3.52260 1.07188 -0.616
H -7.27822 -4.27366 -2.78538 0.414
C 5.12998 2.19102 -0.98053 -1.226
H -0.99252 -4.60941 -6.79181 0.422
H 5.27574 3.07600 -1.61465 0.472
H -4.63600 -1.06685 -3.75849 0.446
H -5.37251 -5.58136 -1.91998 0.418
H -3.87337 2.15167 -0.60536 0.251
C 2.19534 -3.32241 -0.27733 -0.970
H 3.23698 -0.35472 -0.59433 0.179
H 1.14850 -2.06614 -1.67011 0.769
C -1.61127 -3.53872 -5.05763 -0.344
C 1.15838 -1.62153 1.59965 0.405
O 2.40169 0.75956 0.85721 0.052
H 5.77822 1.38482 -1.35254 0.441
Se 0.85932 2.62261 -0.55280 0.035
Pd -0.50831 0.00561 0.10018 0.198
H -2.40963 -0.92070 -4.69811 0.324
C -3.93354 -4.07232 -2.36586 -0.186
N -3.04000 1.66695 -0.34877 -0.041
N -0.06705 0.22074 2.05903 0.762
C 2.01051 -2.67026 2.01356 -0.692
H -6.89740 -2.01449 -3.71021 0.420
C -0.82014 1.73613 5.30726 -0.757
H 3.16267 -4.33912 1.35717 0.451
H -2.01410 4.15314 3.26895 0.412
H -0.42233 -4.02091 -1.93022 0.912
C -5.21212 -4.59486 -2.32553 -0.867
H 2.55925 -3.99498 -1.03476 0.539
C 3.46872 0.56032 -0.03868 -0.657
C -1.42529 -0.13492 -3.05904 -0.665
H 2.90767 3.70135 -1.46331 0.446
H 3.94912 0.42666 -2.75877 0.619
H 0.09322 -0.08757 4.64230 0.472
C 0.09641 -5.21896 -5.04945 -0.500
C -1.10066 2.34420 2.61127 0.110
C -3.71571 -2.80525 -2.89789 -0.766
Se 1.44566 0.68145 -2.64390 0.032
C -0.52029 1.12206 2.98813 0.297
N 0.65174 -0.77481 2.48675 -0.431
H 4.39871 0.40015 0.50995 0.340
H 3.47842 2.07462 -3.18570 0.473
H 0.95942 -5.65455 -3.14094 0.452
C 3.32173 1.26880 -2.46480 -1.350
C -1.42787 2.92400 4.92128 -0.396
C -0.37294 0.84329 4.36115 -0.232
C 0.24523 -5.05297 -3.68337 -1.304
O -1.04196 0.95227 -3.46799 -0.718
C -2.30068 -2.28648 -3.00806 3.593
H -0.69950 1.50979 6.35609 0.404
N 0.87486 -1.42551 0.27441 0.762
C -1.44017 -3.34566 -3.69195 -0.558
H 2.70832 1.28703 1.60501 0.273
C -6.28162 -3.86167 -2.81488 -0.472
H -1.79702 3.61436 5.66244 0.429
H 3.12980 3.36191 0.26307 0.626
O -1.71705 -2.43364 -0.58876 -0.701
C -2.04407 1.15418 -0.05073 -0.204
H -1.15825 2.60434 1.55861 0.236
C -4.79192 -2.06270 -3.36829 -0.426
C -0.84637 -4.47008 -5.73260 -1.049
C 1.38672 -2.26179 -0.62553 -0.789
C -1.71346 -1.84679 -1.65946 -0.726
H -3.10051 -4.64314 -1.98614 0.442
C 3.65690 1.72963 -1.04817 1.342
H 0.69709 -5.94147 -5.58006 0.425
N -2.18991 -1.02779 -3.72287 0.254
C -0.52496 -4.12406 -3.00077 0.385
H -2.35370 -2.96887 -5.59430 0.357
O 5.42179 2.48474 0.36668 -0.521
C 2.79935 2.93887 -0.68636 -1.461
C -6.06870 -2.59431 -3.33183 -0.925
N -1.14452 -0.63839 -1.81489 0.593
H 6.31615 2.83693 0.43771 0.357

=====

18
Properties=species:S:1:pos:R:3:nbo_charge:R:1 method="wB97M-V/def2-TZVPD" charge=0 total_energy_ha=-364.0641 relative_energy_kj_mol=535.76
H 0.46025 -0.01196 -2.55149 0.238
H 1.27526 0.64731 -0.20256 0.217
C -0.51562 -0.06124 1.83317 -0.663
H 1.87119 -1.16462 1.28127 0.452
N -1.04428 2.03114 -0.17037 -0.558
H -0.97583 -1.43895 0.17381 0.221
H 1.83954 -1.02718 -2.05344 0.234
H 0.21267 0.71667 2.06168 0.225
H 0.19583 -1.66506 -1.97005 0.222
C 0.69301 -0.23450 -0.44783 0.149
C 0.80133 -0.76718 -1.84174 -0.641
H -1.99070 2.31341 0.08481 0.333
C -0.38396 -0.56895 0.43311 0.173
H -0.39150 -0.88648 2.53682 0.236
O 1.42598 -1.57260 0.52372 -0.856
H -1.50546 0.37919 1.96925 0.243
O -1.18231 0.70784 -0.68533 -0.560
H -0.78540 2.60315 -0.97483 0.336

=====

14
Properties=species:S:1:pos:R:3:nbo_charge:R:1 method="wB97M-V/def2-TZVPD" charge=+1 total_energy_ha=-249.5507 relative_energy_kj_mol=720.53
N 2.86865 0.17798 -0.05244 -0.272
H 4.12852 -0.93567 -0.91283 0.248
C 3.37645 -0.94160 -0.12732 -0.076
H -3.79924 0.27325 -0.75200 0.257
C -1.65891 0.04528 -0.33323 -0.259
H -1.56339 0.02154 -1.36793 0.272
H 1.87414 1.92874 0.47941 0.234
C 2.08582 1.04215 0.01698 0.217
C -3.10589 -0.10351 -0.00776 -0.627
H -0.03248 0.59846 1.14551 0.208
C -0.60619 0.30413 0.34263 0.057
H 3.00343 -1.65792 0.63250 0.250
H -3.31000 -1.12960 -0.07665 0.252
H -3.26092 0.37677 1.01311 0.240